No. 1
DFT (ωB97M-V/def2-TZVPD) results for a structure of composition C4H9O3Zn in a non-equilibrium geometry.

Structure (XYZ):
```
17
Properties=species:S:1:pos:R:3:forces:R:3:mulliken_charge:R:1
C -1.89640 -1.96365 -1.43450 1.70 1.46 -1.42 -0.541
O -1.92331 -1.40830 -0.19173 -0.34 -0.78 0.55 -0.316
H -1.82606 -3.06637 -1.41920 -0.37 0.29 0.27 0.279
H -2.71838 -1.59868 -2.07758 -0.23 -0.57 0.43 0.263
H -0.95507 -1.58114 -1.92431 -0.56 -0.71 -0.02 0.227
O -0.68126 1.96874 1.28149 0.42 -0.13 -0.29 -0.676
C -1.74367 1.45557 2.06292 -2.01 1.93 0.21 -0.118
C -3.03119 0.94938 1.27694 2.91 -4.65 -3.35 -0.083
O -3.72103 1.59822 0.17630 -0.91 2.07 0.47 -0.281
C -2.95603 1.97762 -1.03320 -0.64 -0.20 0.37 -0.529
Zn -0.92289 2.33623 -0.52444 -1.96 -0.73 1.09 0.314
H -2.13978 2.32698 2.62855 0.71 -0.71 0.70 0.300
H -1.43704 0.55558 2.63199 -0.16 0.72 -0.02 0.265
H -3.03350 -0.37794 1.13038 -1.27 3.89 1.22 0.317
H -2.30622 0.77897 0.51317 2.05 -1.97 -0.33 -0.171
H -3.47551 2.87731 -1.40165 0.35 -0.39 0.00 0.441
H -3.10580 1.14266 -1.74714 0.30 0.48 0.14 0.306
```
Positions in Å, forces in eV/Å.

Calculated values
max |F|: 0.1250 hartree/bohr
lowest unoccupied orbital energy (alpha / beta): -1.306 / -1.894 eV
relative energy (zero: lowest compared OMol25 entry of this formula, charge and spin): 165.91 kcal per mole
orbital gap (alpha / beta): 7.0 / 6.4 eV
spin multiplicity: 2

No. 2
DFT (ωB97M-V/def2-TZVPD) results for a cluster of 12 separate species, C30H84N4O12 in total in a non-equilibrium geometry.

Structure (XYZ):
```
130
Properties=species:S:1:pos:R:3:forces:R:3:mulliken_charge:R:1
C 0.14343 -0.11541 -0.23151 -0.16 -1.68 -0.01 2.891
O 1.32319 0.55488 0.06193 0.37 0.22 1.25 -0.036
H -0.58455 0.42639 -0.87172 0.52 -0.17 0.33 -0.355
H -0.37499 -0.47560 0.68672 0.31 0.59 -0.44 -1.276
H 0.54466 -1.01784 -0.72209 -1.10 -0.23 -0.36 -0.645
H 1.43787 1.25155 -0.59570 0.06 0.73 -0.54 -0.604
C -2.31809 0.43210 3.56595 0.30 5.52 3.77 -0.354
O -2.50871 1.63979 4.24483 1.05 -5.97 -3.25 -0.821
N -1.92491 -0.70022 4.17180 -0.30 -1.42 1.08 -0.067
N -2.30851 0.30144 2.26647 -0.71 1.93 -3.64 2.780
H -1.67926 -0.71568 5.13529 -0.35 0.39 0.58 0.282
H -1.87205 -1.62570 3.72573 -0.28 1.16 0.05 -0.046
H -2.25442 1.07290 1.53450 0.02 -0.62 2.17 -0.408
H -2.45629 -0.56020 1.78986 0.48 -0.84 0.37 -1.101
C 3.05962 2.13743 -2.13864 -6.30 0.37 1.61 -0.309
O 1.71173 2.26334 -1.75852 6.75 -0.32 -2.46 0.048
N 3.79735 1.07642 -1.94013 -0.65 -3.32 1.84 -0.188
N 3.70786 3.07553 -2.77254 1.43 1.54 -1.52 -0.302
H 3.25158 0.34054 -1.44230 1.22 0.59 -0.20 0.148
H 4.82279 1.07797 -1.90371 -1.01 -0.01 -0.04 0.236
H 3.16062 3.73418 -3.26736 -0.35 0.86 -0.24 0.262
H 4.60470 2.80817 -3.19718 -0.86 0.45 0.23 0.209
C 3.64976 -4.63012 -3.07969 1.62 0.58 1.33 -1.787
C 3.85926 -3.16625 -2.80239 -5.28 -0.08 -4.31 0.532
C 2.68030 -2.40826 -2.32603 -1.55 -0.68 -1.69 -0.751
O 4.79428 -2.89122 -2.01739 7.86 2.03 4.58 -0.543
H 4.60839 -4.94255 -3.48443 -0.25 -0.68 -0.33 0.410
H 2.81652 -4.75118 -3.66874 -1.51 -0.48 -2.04 0.447
H 3.39754 -5.18980 -2.19415 0.30 -0.25 0.74 0.439
H 4.11991 -2.70716 -3.73913 0.00 0.12 -1.16 0.295
H 1.91258 -2.78042 -2.95323 -1.58 0.17 -0.56 0.267
H 2.71965 -1.35820 -2.45067 0.42 1.02 -0.27 -0.049
H 2.40087 -2.60840 -1.34426 -0.26 -0.55 1.99 0.455
H 4.87524 -3.55901 -1.37646 0.49 -1.11 1.62 0.362
C -2.37351 0.41040 -3.51872 0.33 1.87 1.09 0.176
C -1.30638 -0.14991 -4.40959 3.90 6.80 4.42 -0.328
C 0.11142 -0.33078 -3.63552 -2.58 0.05 -0.63 -0.253
O -1.71698 -1.17530 -4.99077 -3.49 -7.44 -6.38 -0.495
H -2.47345 -0.23652 -2.68555 -0.67 -1.13 0.63 -0.485
H -3.36516 0.55136 -4.05780 1.29 0.13 0.81 0.344
H -1.92708 1.30337 -2.97512 -1.09 -0.30 -1.04 -0.318
H -1.21730 0.56950 -5.19631 1.26 1.63 -0.15 0.689
H 0.08132 -1.14634 -2.90887 -0.15 0.28 -0.11 -0.457
H 0.35173 0.59567 -3.15883 0.15 0.56 0.55 -0.211
H 0.88484 -0.53191 -4.32605 0.80 -0.38 -1.01 0.723
H -2.11068 -0.80277 -5.83763 0.41 -1.89 1.45 0.467
C -4.83150 -1.81142 1.89790 1.15 1.07 0.85 -1.461
C -3.84438 -2.52142 1.00111 -9.36 -3.75 -1.57 1.077
C -4.40502 -2.54611 -0.44572 -1.49 -1.70 -0.40 -1.474
O -2.70926 -2.07467 0.79301 9.79 4.75 0.85 1.565
H -5.89317 -2.09802 1.74630 0.92 0.28 -0.07 0.381
H -4.60422 -0.73364 1.82028 -0.90 -0.28 -0.25 0.329
H -4.52815 -1.98978 2.91804 -0.27 -0.32 0.67 0.359
H -3.71406 -3.54995 1.35094 -1.02 -0.72 0.19 0.243
H -4.25707 -3.60060 -0.79715 -0.06 1.08 -0.50 0.318
H -4.05089 -1.75081 -1.11689 0.80 -0.57 0.41 0.047
H -5.44693 -2.34016 -0.49411 -1.29 -0.36 0.15 0.513
H -2.26273 -2.71325 0.24269 1.09 0.01 -0.44 -1.286
C 0.34802 -4.91479 -2.09319 0.38 -0.07 0.10 -1.879
C -0.53630 -3.90353 -1.33051 5.26 4.91 -7.52 2.485
C -1.53456 -3.11943 -2.17135 2.26 0.66 -1.61 -1.532
O -1.11542 -4.23920 -0.28733 -4.58 -3.76 8.26 -0.434
H 0.36821 -5.93801 -1.78499 -0.81 -0.81 0.50 0.476
H 1.34672 -4.62416 -1.87005 0.87 0.21 0.21 0.115
H 0.34896 -4.92572 -3.17178 -0.71 0.28 -0.44 0.396
H 0.23925 -3.12531 -1.03027 -0.79 -0.61 -0.27 -1.451
H -1.08312 -2.90925 -3.14525 -0.41 -0.17 -0.13 0.571
H -1.69214 -2.13673 -1.75919 -0.30 0.28 0.49 0.038
H -2.45452 -3.61825 -2.30292 -1.16 -0.75 -0.22 0.530
H -1.93015 -4.66482 -0.57112 -0.38 -0.58 0.58 0.504
C -3.95864 0.93940 -0.48648 -0.28 0.27 0.94 -0.786
C -3.41850 2.23713 0.03204 -6.04 1.65 -2.04 0.422
C -4.12714 2.86327 1.19467 -3.24 0.76 1.14 -1.153
O -2.20414 2.19910 0.38743 9.28 -0.26 1.44 -0.432
H -3.18885 0.33095 -0.89355 0.68 -0.45 -0.31 -0.682
H -4.69257 1.13970 -1.22308 -0.78 0.08 -0.86 0.474
H -4.43868 0.43083 0.31694 -0.36 -0.67 0.46 0.492
H -3.34660 2.91658 -0.79048 -1.56 0.76 -1.19 0.782
H -5.25971 2.71977 1.20742 1.29 0.13 -0.06 0.317
H -3.96045 3.94028 1.30629 0.04 0.04 -0.71 0.310
H -3.73546 2.54217 2.16141 -0.05 -0.75 -0.12 0.100
H -1.83156 3.07500 0.16019 0.24 -0.90 1.02 -0.635
C 0.74363 2.02257 2.86960 1.66 -1.97 -1.49 -0.528
C 1.28239 0.95740 3.89828 -3.51 -2.60 -6.26 1.542
C 2.35246 0.05753 3.37546 1.17 0.03 -1.00 -1.047
O 1.77824 1.42379 4.96256 1.92 3.97 7.37 -0.620
H 1.63424 2.63034 2.48927 -1.38 -0.33 0.62 0.223
H -0.07614 2.55619 3.32874 -0.09 0.49 -0.04 0.574
H 0.36882 1.41164 1.95696 0.46 1.24 1.55 -0.516
H 0.38759 0.33210 4.07879 0.04 -0.09 0.10 -0.827
H 2.07319 -0.43651 2.49055 -0.57 -0.31 -1.58 -0.054
H 2.56207 -0.79788 4.01988 0.32 0.50 0.61 0.389
H 3.25540 0.66400 3.10628 -0.46 -0.61 0.55 0.211
H 1.10426 1.91430 5.46917 0.51 -0.15 -0.20 0.458
C 0.14345 -2.61982 2.68726 0.70 1.16 1.50 0.036
C -0.74889 -3.60817 3.37609 10.27 -2.94 -0.66 0.638
C -0.39108 -3.75772 4.81902 1.33 -0.91 -0.02 -1.772
O -1.96767 -3.55602 3.24666 -11.25 1.95 0.01 -0.590
H 1.11204 -3.04280 2.50652 0.49 -0.37 -0.04 0.817
H 0.30193 -1.68068 3.17870 0.03 0.56 0.60 0.126
H -0.28093 -2.36823 1.78945 -0.96 0.51 -2.63 -0.970
H -0.47549 -4.45191 2.68020 0.92 -0.87 1.37 0.358
H -0.46034 -4.75357 5.18853 -0.81 -0.95 0.27 0.466
H -0.91010 -3.09883 5.46693 -0.80 0.71 0.43 0.326
H 0.64963 -3.58230 4.97480 0.93 0.55 -0.06 0.387
H -2.22660 -3.43523 2.34437 -0.27 0.14 -0.73 -0.007
C 5.84739 4.74979 0.19634 -0.77 -1.14 1.49 -1.572
C 4.36340 4.38672 0.24074 2.26 -5.64 -4.40 1.014
C 4.05251 2.94435 0.77420 1.82 -0.27 -0.20 -0.627
O 3.63549 5.24014 0.82699 -3.35 5.89 5.26 -0.508
H 6.04272 5.68455 -0.25081 0.12 0.94 -0.99 0.407
H 6.40151 3.92523 -0.20961 0.55 -0.14 -0.44 0.363
H 6.17161 4.87618 1.23510 0.13 -0.19 0.14 0.407
H 3.92961 4.32090 -0.79307 0.86 0.33 0.46 -0.238
H 4.10702 2.92854 1.84649 0.08 0.14 0.80 0.572
H 4.79156 2.17640 0.44763 -0.36 0.52 0.02 0.314
H 3.07617 2.57148 0.52353 -0.52 0.18 -0.29 -0.329
H 3.99443 5.46557 1.73696 -0.73 -0.42 -1.46 0.438
C 0.24594 4.27265 0.31394 0.75 -0.78 -0.52 0.312
C -0.75747 4.81502 -0.76450 9.37 -0.19 -3.01 -0.817
C -0.85237 3.92295 -1.97176 2.29 2.07 -1.53 0.557
O -1.88385 5.13076 -0.34268 -9.34 3.02 4.39 -0.453
H 0.01903 3.30700 0.79263 -0.81 0.59 0.18 -0.378
H 0.59872 4.99915 1.03585 -0.72 0.33 0.45 0.493
H 1.20980 3.94922 -0.07244 0.07 0.31 -1.00 -0.282
H -0.37954 5.77917 -1.12189 1.52 -0.13 -0.41 0.749
H 0.18175 3.91121 -2.50960 -2.14 -0.42 0.94 0.178
H -1.66966 4.23366 -2.61407 0.08 0.38 -0.29 0.400
H -1.13674 3.03306 -1.57436 -0.30 -3.38 0.42 -0.963
H -1.85305 6.06477 -0.02529 -0.61 -1.46 0.00 0.436
```
Positions in Å, forces in eV/Å.

Calculated values
max |F|: 0.2220 hartree/bohr
lowest unoccupied orbital energy: 0.156 eV
relative energy (zero: lowest compared OMol25 entry of this formula, charge and spin): 65.46 kcal per mole
orbital gap: 8.4 eV
spin multiplicity: 1